Below is C16H19N3O3S in the gas phase, with properties calculated with ωB97M-V/def2-TZVPD.

Values from the calculation:
SMILES = O=C(CCn1c(=S)[nH]c2ccccc2c1=O)NC[C@H]1CCCO1
Relative energy (zero: lowest compared OMol25 entry of this formula, charge and spin) = 0.0 kJ/mol
Frontier orbital gap = 8.552 eV
HOMO level = -8.79 eV

Each line ends with the natural charge from an NBO analysis.
CARTESIAN COORDINATES (ANGSTROEM)
S (-1.8345, 0.6048, 4.5587)  -0.185
O (1.0441, -0.7331, 0.7930)  -0.621
O (1.4231, 1.9427, -4.3198)  -0.526
O (-1.3506, 3.1722, -0.6232)  -0.632
N (-0.2172, -0.1544, 2.5806)  -0.437
N (-0.8138, -1.7462, 4.1765)  -0.577
N (0.2979, 1.6344, -0.8066)  -0.641
C (-0.9091, -0.4667, 3.7220)  0.280
C (0.5116, -1.0714, 1.8340)  0.685
C (1.3895, -4.6867, 2.2486)  -0.242
C (0.7124, -4.9904, 3.4262)  -0.150
C (0.6631, 1.4230, -3.2416)  0.094
C (-0.0916, -2.7372, 3.5638)  0.277
C (1.3262, -3.4126, 1.7269)  -0.118
C (-0.0258, -4.0289, 4.0845)  -0.276
C (0.9432, 2.2216, -1.9537)  -0.245
C (0.5719, 2.7436, -5.1135)  -0.069
C (-0.8233, 1.4976, -3.6525)  -0.446
C (-0.8064, 2.1572, -0.2415)  0.684
C (-0.7786, 2.0291, -5.0879)  -0.425
C (-1.3220, 1.3359, 0.9392)  -0.509
C (0.5870, -2.4263, 2.3793)  -0.229
C (-0.2782, 1.2042, 2.0582)  -0.229
H (1.8393, -3.1464, 0.8159)  0.241
H (-1.5784, 0.3440, 0.5591)  0.224
H (-0.5178, 1.8699, 2.8873)  0.255
H (1.0181, 2.8124, -6.1061)  0.191
H (-2.2315, 1.8032, 1.3151)  0.247
H (-1.3088, 0.5258, -3.5894)  0.215
H (-1.6060, 2.6954, -5.3179)  0.216
H (0.9973, 0.3887, -3.0899)  0.175
H (0.6607, 0.7523, -0.4640)  0.429
H (0.5619, 3.2399, -2.0616)  0.225
H (-1.3285, -1.9488, 5.0241)  0.433
H (2.0244, 2.2575, -1.7915)  0.201
H (-0.7737, 1.2054, -5.8025)  0.202
H (-1.3521, 2.1920, -3.0008)  0.229
H (0.4837, 3.7527, -4.6865)  0.159
H (0.7188, 1.4456, 1.6825)  0.230
H (1.9624, -5.4498, 1.7462)  0.224
H (0.7637, -5.9896, 3.8310)  0.223
H (-0.5525, -4.2626, 4.9974)  0.220



Below is C16H19N3O4S in the gas phase, with properties calculated with ωB97M-V/def2-TZVPD.

Values from the calculation:
SMILES = CC1=C(C(=O)O)N2C(=O)[C@@H](NC(=O)[C@@H](N)C3=CCC=CC3)[C@@H]2SC1
Relative energy (zero: lowest compared OMol25 entry of this formula, charge and spin) = 287.3 kJ/mol
Frontier orbital gap = 9.152 eV
HOMO level = -8.90 eV

Each line ends with the natural charge from an NBO analysis.
CARTESIAN COORDINATES (ANGSTROEM)
S (2.8509, 0.6932, -0.5168)  0.202
O (-0.9948, 1.0065, 2.2990)  -0.615
O (1.5678, 0.2087, -5.7152)  -0.597
O (0.0077, -0.7057, -4.4066)  -0.671
O (-1.3107, 1.6324, -2.3137)  -0.556
N (0.7451, 0.5066, -2.2341)  -0.450
N (-0.9550, -0.1898, 0.3803)  -0.626
N (-2.3234, -2.1823, 1.3354)  -0.838
C (-0.4117, 1.0689, -1.7649)  0.687
C (2.9240, 1.9755, -1.8366)  -0.563
C (-0.0632, 0.6691, -0.3164)  -0.153
C (1.0793, 0.0657, -4.6220)  0.776
C (2.6971, 1.3820, -3.1898)  0.134
C (-0.8345, -2.0902, 5.5462)  -0.472
C (-1.9821, -1.6932, 6.4194)  -0.176
C (-2.1703, -1.1916, 3.6427)  0.030
C (1.2093, 0.0395, -0.9454)  -0.154
C (-2.3831, -0.9739, 2.1554)  -0.163
C (-1.3693, 0.0602, 1.6455)  0.685
C (-1.1100, -1.8427, 4.0977)  -0.179
C (-3.2033, -0.5986, 4.5540)  -0.482
C (3.7591, 1.5756, -4.2095)  -0.665
C (-3.0340, -1.0292, 5.9768)  -0.175
C (1.5526, 0.6890, -3.3694)  -0.027
H (2.1545, 2.7129, -1.5966)  0.240
H (-0.3631, -2.2272, 3.4126)  0.188
H (-3.8389, -0.7594, 6.6468)  0.204
H (4.6934, 1.1478, -3.8455)  0.228
H (-3.1327, 0.4945, 4.4904)  0.237
H (-4.2082, -0.8680, 4.2062)  0.209
H (-3.1230, -2.7728, 1.5380)  0.373
H (3.9083, 2.4283, -1.7470)  0.244
H (-0.5981, -3.1499, 5.7021)  0.214
H (3.4859, 1.1130, -5.1515)  0.265
H (1.2658, -1.0492, -0.8677)  0.211
H (0.0607, -1.5285, 5.8422)  0.223
H (-3.3699, -0.5214, 1.9951)  0.220
H (0.1452, 1.5252, 0.3336)  0.263
H (-1.9053, -1.9790, 7.4595)  0.204
H (-1.3783, -0.9805, -0.0883)  0.431
H (-1.4930, -2.7158, 1.5754)  0.361
H (3.9240, 2.6408, -4.3680)  0.229
H (-0.3158, -1.0660, -5.2467)  0.504



Below is C16H19N3O5S in the gas phase, with properties calculated with ωB97M-V/def2-TZVPD.

Values from the calculation:
SMILES = CC(=O)OCCc1c(CCC(N)=O)c(CCOC=O)cc2nsnc12
Relative energy (zero: lowest compared OMol25 entry of this formula, charge and spin) = 1622.6 kJ/mol
Frontier orbital gap = 6.753 eV
HOMO level = -8.40 eV

Each line ends with the natural charge from an NBO analysis.
CARTESIAN COORDINATES (ANGSTROEM)
S (0.6995, -0.8587, 5.0275)  0.804
O (-0.2074, 3.7728, 3.2122)  -0.595
O (2.8063, -0.6239, -2.8673)  -0.544
O (-1.9889, 1.8144, -4.2651)  -0.568
O (-2.2839, 2.4035, 2.8714)  -0.540
O (4.8952, 0.5770, -2.1641)  -0.573
N (-0.5125, -0.2692, 3.9153)  -0.592
N (1.8672, -1.7282, 4.0110)  -0.551
N (-2.1618, -0.6567, -4.8623)  -0.906
C (-1.2023, 3.0057, 3.6619)  0.803
C (-0.1378, -0.7269, 2.5152)  0.104
C (3.8706, 0.3835, -2.9980)  0.610
C (1.7139, -2.5223, -1.6145)  -0.476
C (-1.2628, 2.7470, 5.3057)  -0.727
C (-0.5269, 0.1000, -2.8501)  -0.496
C (-1.8578, 2.0330, 1.5143)  -0.084
C (3.1154, -1.6403, -1.8497)  -0.089
C (1.2610, -1.5737, 2.6280)  0.119
C (0.9827, -1.8896, -0.2716)  0.023
C (-1.6235, 0.5290, -4.0380)  0.685
C (-1.2958, -0.8253, -1.7344)  -0.455
C (-0.9900, -0.4560, 1.1124)  0.020
C (-2.3756, 0.4573, 1.2963)  -0.466
C (1.7820, -2.1347, 1.1759)  -0.249
C (-0.4604, -1.0490, -0.3330)  -0.025
H (2.8108, -2.7358, 1.1606)  0.240
H (-0.7020, 2.0310, 1.3349)  0.230
H (1.0158, -2.5142, -2.5547)  0.243
H (3.8089, 1.1243, -3.9302)  0.179
H (4.0128, -2.3644, -2.1616)  0.202
H (-2.9412, 0.0672, 2.2434)  0.256
H (-3.0919, -0.4236, -5.2733)  0.395
H (-2.1736, 3.4208, 5.6822)  0.239
H (0.2401, -0.6216, -3.4107)  0.233
H (-2.3808, 2.6801, 0.6705)  0.205
H (-1.4369, -0.7881, -5.6228)  0.392
H (-0.3082, 3.1829, 5.8645)  0.255
H (-1.4922, -1.8800, -2.2562)  0.246
H (-2.3706, -0.3384, -1.5675)  0.241
H (3.4387, -1.1393, -0.8381)  0.231
H (-1.4954, 1.6366, 5.5942)  0.250
H (-0.0067, 1.0556, -2.4145)  0.258
H (2.0754, -3.6089, -1.3016)  0.246
H (-3.1090, 0.3466, 0.3821)  0.229



Below is C16H19N5O3S2 in the gas phase, with properties calculated with ωB97M-V/def2-TZVPD.

Values from the calculation:
SMILES = COCCCn1cnnc1SCc1nc2sc(C(C)=O)c(C)c2c(=O)[nH]1
Relative energy (zero: lowest compared OMol25 entry of this formula, charge and spin) = 0.0 kJ/mol
Frontier orbital gap = 8.404 eV
HOMO level = -8.28 eV

Each line ends with the natural charge from an NBO analysis.
CARTESIAN COORDINATES (ANGSTROEM)
S (-2.4104, 1.9483, 1.1607)  0.264
S (4.1473, 1.9360, 0.0837)  0.444
O (-2.5296, -1.2021, 0.7128)  -0.570
O (0.8341, -1.7636, 0.4435)  -0.622
O (6.5152, -1.1507, -0.4663)  -0.547
N (0.1313, 0.3734, 0.6963)  -0.602
N (1.5154, 2.2401, 0.5464)  -0.510
N (-1.8201, 1.5142, -1.4543)  -0.338
N (-2.4016, 0.9893, -2.5438)  -0.266
N (-3.8330, 0.8309, -0.8934)  -0.377
C (1.1277, -0.5862, 0.4633)  0.673
C (-2.6752, 1.4141, -0.4725)  0.180
C (-0.7726, 2.6771, 0.9239)  -0.567
C (-3.5867, 0.5813, -2.2116)  0.137
C (4.7013, 0.2819, -0.0960)  -0.339
C (2.4339, 0.0030, 0.2767)  -0.267
C (2.5374, 1.3926, 0.3303)  0.075
C (-2.2309, -2.2896, -0.1416)  -0.270
C (7.0124, 1.1883, -0.4710)  -0.718
C (-4.9932, 0.4987, -0.1131)  -0.209
C (-3.8016, -1.2523, 1.3138)  -0.061
C (3.8543, -2.1050, -0.0714)  -0.656
C (-4.9698, -0.9566, 0.3637)  -0.439
C (6.1073, -0.0131, -0.3536)  0.548
C (3.6783, -0.6348, 0.0314)  0.101
C (0.3477, 1.7048, 0.7086)  0.486
H (-4.2917, 0.1223, -2.8732)  0.207
H (-5.9016, -1.1595, 0.8921)  0.223
H (2.9026, -2.6066, 0.0737)  0.248
H (-3.9555, -2.2423, 1.7675)  0.179
H (-3.7756, -0.5012, 2.1088)  0.191
H (-0.8108, -0.0030, 0.8160)  0.456
H (-5.8809, 0.6716, -0.7292)  0.219
H (6.9806, 1.7681, 0.4489)  0.231
H (6.6750, 1.8271, -1.2845)  0.233
H (8.0304, 0.8599, -0.6620)  0.240
H (4.2662, -2.3626, -1.0459)  0.240
H (-0.5697, 3.2722, 1.8156)  0.263
H (-0.8210, 3.3419, 0.0602)  0.280
H (-5.0203, 1.1721, 0.7489)  0.216
H (4.5745, -2.4464, 0.6705)  0.240
H (-4.9161, -1.6230, -0.4996)  0.212
H (-2.6939, -2.1692, -1.1271)  0.163
H (-2.5637, -3.2327, 0.3018)  0.168
H (-1.1475, -2.3087, -0.2491)  0.241



Below is C16H19NO4S in the gas phase, with properties calculated with ωB97M-V/def2-TZVPD.

Values from the calculation:
SMILES = CC(C)C[C@@H](OC(=O)c1cccs1)C(=O)NCc1ccco1
Relative energy (zero: lowest compared OMol25 entry of this formula, charge and spin) = 47.1 kJ/mol
Frontier orbital gap = 9.005 eV
HOMO level = -8.85 eV

Each line ends with the natural charge from an NBO analysis.
CARTESIAN COORDINATES (ANGSTROEM)
S (4.7158, 0.3174, -0.0525)  0.514
O (-1.9590, -2.0060, 1.9692)  -0.622
O (0.9251, -0.5413, 0.4863)  -0.530
O (-3.8638, 0.5244, -0.2005)  -0.398
O (2.7435, -1.8768, 0.5531)  -0.584
N (-1.3778, 0.1263, 1.4965)  -0.608
C (-1.7686, -2.6852, -2.5073)  -0.596
C (2.9934, 0.4193, 0.0666)  -0.357
C (4.8097, 1.9828, -0.4330)  -0.389
C (-1.1920, -1.2076, 1.4788)  0.665
C (-3.4342, 2.6427, 0.3131)  -0.305
C (-4.1165, 2.6084, -0.9277)  -0.317
C (-1.2625, -1.7045, -1.4502)  -0.229
C (-3.3113, 1.3451, 0.7179)  0.260
C (-0.6080, -0.5044, -2.1308)  -0.608
C (-4.3471, 1.2937, -1.1868)  0.092
C (2.5434, 1.6909, -0.1832)  -0.180
C (0.0821, -1.6631, 0.7653)  0.009
C (2.2445, -0.7914, 0.3893)  0.780
C (3.5871, 2.5852, -0.4693)  -0.272
C (-2.6328, 0.7313, 1.8982)  -0.274
C (-0.2997, -2.4370, -0.5070)  -0.414
H (0.6296, -2.3469, 1.4273)  0.237
H (-3.0932, 3.5125, 0.8365)  0.226
H (0.6179, -2.6981, -1.0391)  0.218
H (-2.2855, -3.5193, -2.0397)  0.210
H (-1.3139, -0.0253, -2.8065)  0.208
H (-2.4559, 1.4950, 2.6602)  0.215
H (-2.1228, -1.3569, -0.8687)  0.208
H (5.7669, 2.4315, -0.6111)  0.239
H (-0.6999, 0.7081, 1.0298)  0.410
H (-0.2797, 0.2334, -1.4044)  0.205
H (-0.7742, -3.3604, -0.1713)  0.234
H (0.2578, -0.8233, -2.7088)  0.202
H (-3.2395, -0.0780, 2.3147)  0.256
H (-2.4604, -2.1896, -3.1843)  0.206
H (-0.9381, -3.0770, -3.0913)  0.200
H (1.5041, 1.9636, -0.1644)  0.227
H (3.4404, 3.6265, -0.6924)  0.228
H (-4.8290, 0.7973, -2.0052)  0.205
H (-4.3917, 3.4454, -1.5356)  0.229



HOMO level of number 4 (C16H19N5O3S2)? -8.28 eV



Which value of HOMO level does entry 3 give? -8.40 eV



Which formula does entry 1 have? C16H19N3O3S